Record 1
C9H14O2SSi | wB97M-V/def2-TZVPD

```
27
Properties=species:S:1:pos:R:3:nbo_charge:R:1
C 1.446 -2.835 3.177 -0.1827
C 0.666 -3.356 2.114 -0.2142
C 2.359 -1.748 2.941 -0.2052
C 0.844 -2.814 0.855 -0.2116
C 2.395 -1.142 1.723 -0.2165
C 1.649 -1.692 0.674 -0.2640
C -1.670 -0.074 -0.849 -1.0774
C -0.490 2.867 -0.365 -1.0887
C -0.103 1.411 -3.212 -1.0927
O 1.020 -1.713 -1.822 -0.9440
O 1.224 0.638 -0.654 -1.0818
Si -0.204 1.197 -1.341 1.7972
S 1.891 -0.962 -1.009 1.5624
H 1.346 -3.086 4.214 0.2176
H -0.128 -4.028 2.279 0.2213
H 3.040 -1.539 3.719 0.2157
H 0.555 -3.204 -0.133 0.2476
H 2.755 -0.138 1.502 0.2309
H -2.712 0.064 -0.973 0.2339
H -1.367 -0.879 -1.415 0.2296
H -1.534 -0.228 0.186 0.2243
H -1.114 3.535 -0.896 0.2311
H -0.740 2.729 0.640 0.2338
H 0.455 3.525 -0.379 0.2313
H -1.110 1.676 -3.499 0.2355
H 0.507 2.172 -3.416 0.2272
H 0.184 0.599 -3.722 0.2393
```

Results
- Total charge: 0
- LUMO: 0.474 eV
- E_HOMO: -9.4699 eV

***

Record 2
H2N5O | wB97M-V/def2-TZVPD

```
8
Properties=species:S:1:pos:R:3:nbo_charge:R:1
N -1.342 -1.061 -0.702 0.4555
N -0.636 -0.299 -0.244 -0.2322
N -2.047 -1.772 -1.241 -0.2943
N 1.618 1.042 0.538 -0.2031
N 2.242 1.769 1.055 0.5193
O 2.948 2.490 1.588 -0.2359
H -2.962 -2.350 -1.102 0.5166
H 0.179 0.182 0.107 0.4741
```

Results
- Total charge: +1
- LUMO: -5.226 eV
- E_HOMO: -16.2697 eV

***

Record 3
C11H18BF2NO8S2Ta | wB97M-V/def2-TZVPD

```
44
Properties=species:S:1:pos:R:3:lowdin_spin:R:1
Ta 0.740 0.590 0.110 0.7343
C -2.139 2.821 1.016 0.0005
O -1.818 1.893 -0.015 0.0061
C -2.797 0.897 -0.166 0.0005
C -2.401 0.145 -1.388 0.0013
O -1.129 -0.517 -1.245 0.0122
C -1.188 -1.949 -1.164 0.0020
C -1.079 -2.486 0.230 0.0002
O 0.264 -2.389 0.645 0.0066
C 0.454 -2.926 1.945 0.0005
H -3.110 3.276 0.803 0.0001
H -2.172 2.330 1.991 0.0000
H -1.373 3.589 1.019 0.0000
H -2.839 0.259 0.722 0.0000
H -3.788 1.338 -0.331 0.0000
H -3.169 -0.577 -1.664 0.0000
H -2.281 0.855 -2.208 0.0002
H -2.118 -2.284 -1.624 0.0001
H -0.358 -2.341 -1.752 0.0001
H -1.736 -1.942 0.918 0.0000
H -1.395 -3.539 0.211 0.0001
H -0.273 -2.513 2.650 0.0000
H 0.356 -4.016 1.919 0.0002
H 1.450 -2.647 2.276 0.0000
O 1.407 -0.685 -1.251 -0.0019
N 2.621 -1.126 -1.525 0.0113
C 2.757 -2.011 -2.536 0.0092
C 3.991 -2.508 -2.822 0.0055
C 5.083 -2.071 -2.051 0.0148
C 4.912 -1.155 -1.057 0.0008
C 3.625 -0.633 -0.776 0.0218
S 3.258 0.537 0.391 -0.0041
H 1.844 -2.257 -3.055 0.0005
H 4.102 -3.214 -3.631 0.0001
H 6.073 -2.463 -2.250 0.0007
H 5.739 -0.795 -0.461 -0.0005
O -0.486 1.251 3.756 0.0062
S 0.189 0.706 2.629 0.0118
O 1.339 -0.149 2.844 0.0177
O 0.706 1.850 1.633 0.0257
O -0.729 0.003 1.610 0.0011
F 0.028 3.148 -1.740 0.0137
B 0.828 2.085 -1.514 0.0854
F 1.780 1.945 -2.468 0.0153
```

Results
- Total charge: 0
- Spin multiplicity: 2
- LUMO (alpha / beta): -0.135 / -0.388 eV
- E_HOMO (alpha / beta): -6.9781 / -8.9111 eV

***

Record 4
C5H28NO9 | wB97M-V/def2-TZVPD

```
43
Properties=species:S:1:pos:R:3:nbo_charge:R:1
C -0.317 0.570 -1.353 -0.2335
C -1.401 -0.552 -1.304 -0.2260
C -2.656 -0.146 -2.164 -0.5963
C -1.897 -0.820 0.101 -0.6478
N 0.795 0.203 -0.555 -0.7326
C 1.830 1.278 -0.475 0.0929
O 1.430 2.128 0.609 -0.8713
H 0.002 0.492 -2.464 0.1657
H -0.894 1.492 -1.275 0.2280
H -1.038 -1.494 -1.836 0.1909
H -2.524 -0.031 -3.165 0.1968
H -3.029 0.867 -1.879 0.2045
H -3.533 -0.934 -2.081 0.1902
H -2.807 -1.550 0.079 0.2097
H -1.030 -1.150 0.806 0.2180
H -2.180 0.136 0.589 0.2161
H 0.501 0.007 0.365 0.3935
H 2.740 0.823 -0.152 0.1557
H 1.865 1.852 -1.444 0.1679
H 1.331 -1.627 -1.692 0.4835
H 1.254 -3.214 -1.597 0.4973
O 1.620 -2.428 -2.063 -1.0112
H -0.619 2.116 1.010 0.5129
H -2.031 1.965 1.156 0.4786
O -1.449 2.320 0.506 -0.9874
H 2.498 -1.025 -0.112 0.4649
H 2.997 -2.171 -0.803 0.4886
O 3.077 -1.708 0.053 -0.9824
H -0.313 2.080 3.961 0.4484
H -0.249 0.964 2.871 0.4955
O -0.971 1.671 3.287 -1.0577
H 1.359 -2.203 1.809 0.4752
H 0.283 -1.256 2.187 0.5045
O 0.458 -2.207 2.045 -0.9901
H 1.763 0.435 2.974 0.4704
H 1.403 1.459 1.570 0.5072
O 0.970 0.497 2.424 -1.1464
H -0.194 -3.062 -0.287 0.4962
H 0.764 -4.015 0.309 0.4828
O 0.224 -3.918 -0.451 -0.9400
H 0.676 3.694 -0.566 0.4860
H -0.723 4.001 -0.286 0.4878
O 0.017 4.462 -0.703 -0.9870
```

Results
- Total charge: -1
- LUMO: 3.060 eV
- E_HOMO: -5.9750 eV

***

Record-wise E values, in eV: -32367.4961, -9517.1614, -58904.5523, -25557.7852
Record-wise relative energy (zero: lowest compared OMol25 entry of this formula, charge and spin) values, in eV: 0.459, 1.908, 2.565, 2.866